# C17H7Br5Cl2N2O3S4W

C17H7Br5Cl2N2O3S4W as an isolated structure in a non-equilibrium geometry (wB97M-V/def2-TZVPD, OMol25).

For the calculated total energy, the calculation gives -447261.756 eV. Its energy above the lowest of the compared OMol25 structures with the same formula, charge and spin is 661.8 kcal per mole. For the orbital gap (alpha / beta), the calculation gives 0.1914 / 0.1914 Ha. The calculation puts the HOMO energy (alpha / beta) at -7.8 / -7.8 eV. The net charge is 0.

Each line ends with the Mulliken charge.
Geometry (Å):
Br  1.174  1.091  2.186  -0.03
Br  4.278  -2.285  -0.040  -0.10
H  -3.672  2.080  -1.458  0.39
C  0.911  0.479  -3.265  -0.09
C  1.116  -3.611  3.158  -0.10
H  -4.514  2.962  0.807  0.33
H  1.932  4.201  -1.011  0.44
Cl  -0.217  1.291  -0.537  1.20
C  0.735  3.843  -2.905  -0.33
C  0.567  2.559  -0.960  0.16
H  -1.329  -0.747  -1.034  0.21
S  -0.484  -2.958  -0.678  0.08
H  -1.490  2.326  2.673  0.46
O  -3.725  2.952  1.360  -0.49
W  -0.484  -0.822  0.598  0.50
S  -2.518  -3.244  -0.842  -0.07
C  0.820  -2.671  2.196  0.92
N  1.142  -0.320  -2.281  -1.26
C  1.182  3.586  -1.496  -1.41
C  -0.441  1.597  0.877  -0.38
C  2.404  -4.167  3.188  0.35
C  -1.600  1.478  -1.003  0.99
C  3.357  -3.791  2.247  0.18
Cl  -1.176  0.831  -4.751  -0.17
S  -2.800  -0.716  1.131  -0.08
N  0.450  0.328  -1.315  0.50
Br  -0.234  -4.074  4.375  -0.10
C  1.791  -2.278  1.247  -0.35
H  -0.133  3.353  -4.728  0.36
C  0.127  1.437  -3.777  0.50
O  -0.395  -2.083  2.084  -0.46
C  -2.703  2.371  0.733  0.37
C  0.274  2.942  -3.812  -0.43
S  -3.163  -2.755  1.047  -0.01
H  0.791  4.877  -3.237  0.39
Br  2.821  -5.427  4.520  -0.15
C  -2.795  2.007  -0.837  -1.00
C  -1.514  2.084  1.627  -0.54
Br  5.080  -4.549  2.278  -0.16
C  3.050  -2.838  1.267  -0.26
O  1.383  -1.342  0.368  -0.36